Entry 1:
9
Properties=species:S:1:pos:R:3 method="wB97M-V/def2-TZVPD" smiles="C=C=O.O=NO" lumo_energy_ev=0.28 charge=0 e_homo_ev=-9.58 spin_multiplicity=1
H -0.20 1.30 2.94
N 0.35 0.25 -2.55
H -1.51 1.17 1.67
O 0.26 -1.39 1.34
C -0.65 0.75 2.13
O 0.72 -1.08 -2.33
H -0.06 -1.56 -2.04
C -0.15 -0.37 1.73
O 1.25 0.94 -2.89



Entry 2:
18
Properties=species:S:1:pos:R:3 method="wB97M-V/def2-TZVPD" lumo_energy_ev=3.95 charge=-1 e_homo_ev=-2.93 spin_multiplicity=1
H -2.52 1.45 1.22
H -2.29 1.08 -0.63
C -2.12 -0.69 0.33
C 3.11 -0.52 -0.78
O -0.34 2.97 0.00
O 0.29 0.73 -1.06
C -1.98 0.81 0.37
H 3.95 -1.28 -1.23
O 4.71 0.54 0.59
H -1.67 -1.26 -0.58
C 3.54 0.38 0.29
H -1.86 -1.12 1.28
H -0.79 3.33 -0.85
P -0.14 1.30 0.27
H 2.19 -1.14 -0.78
H -3.23 -0.98 0.26
H 2.62 0.85 0.80
H 2.83 0.11 -1.64



Entry 3:
14
Properties=species:S:1:pos:R:3 method="wB97M-V/def2-TZVPD" smiles=Ic1ccccn1.O lumo_energy_ev=0.52 charge=0 e_homo_ev=-8.90 spin_multiplicity=1
C 0.30 -1.42 0.97
H 1.73 0.83 -0.38
H 1.77 2.04 -1.38
C 0.18 -1.25 -0.44
H -0.62 0.12 -2.03
N -1.14 0.53 1.23
H 0.72 -1.91 -1.22
I -2.62 2.12 -0.71
C -0.34 -0.46 1.76
C -0.57 -0.22 -0.99
C -1.33 0.53 -0.09
H -0.23 -0.34 2.83
H 0.98 -2.04 1.35
O 1.17 1.48 -0.90



Entry 4:
8
Properties=species:S:1:pos:R:3 method="wB97M-V/def2-TZVPD" lumo_energy_ev="-9.93 / -13.55" charge=+2 e_homo_ev="-18.22 / -18.13" spin_multiplicity=3
Br -1.35 -1.10 0.30
Na -1.81 -0.09 2.22
Cl 2.41 -0.46 -1.14
Cl 1.73 1.28 1.23
C 1.14 0.54 -0.35
Cl 0.58 1.86 -1.45
Pt -2.94 -2.01 -0.68
H 0.23 -0.02 -0.13



| no. | total energy (eV) | largest force on an atom (eV Å⁻¹) |
| --- | --- | --- |
| 1 | -9751.307 | 1.83 |
| 2 | -19742.265 | 4.45 |
| 3 | -16919.312 | 5.20 |
| 4 | -116302.614 | 7.32 |